Record 1
DFT (wB97M-V/def2-TZVPD) results for a cluster of 2 separate species, C6H6Cl4 in total.

The geometry in XYZ format:
```
16
Properties=species:S:1:pos:R:3:forces:R:3
Cl 0.6998 2.0027 -0.0937 0.096 1.468 0.345
Cl -0.5298 -2.1304 -0.8444 -0.246 -0.382 -0.165
Cl -1.5656 -0.3835 1.2745 -0.077 -0.406 -0.859
Cl 1.9978 -0.1724 -1.3917 -0.334 0.084 0.386
C 1.4407 -0.1831 1.2759 1.228 -3.122 0.748
C -2.1850 1.5140 -0.9709 1.675 -1.189 0.114
C -1.6216 0.3508 -1.3961 -0.560 0.694 1.930
C -0.9328 -0.5388 -0.4106 1.843 2.344 1.186
C 2.0696 -1.4215 1.3926 -0.438 1.849 1.378
C 1.0084 0.3565 0.0082 -1.100 -1.905 -1.954
H -1.6580 0.0325 -2.4177 -0.125 -0.260 -0.326
H 2.5638 -1.9939 0.6213 -0.492 0.319 -0.589
H -1.9373 1.9575 -0.0044 -0.591 -0.679 -0.040
H -2.7354 2.1551 -1.5985 -0.452 0.496 -1.024
H 2.2646 -1.9061 2.3880 -0.440 0.995 -0.839
H 1.1209 0.3606 2.1676 0.011 -0.307 -0.290
```
Forces are in eV/Å.

Results
Molecular weight (g/mol): 219.926
Multiplicity: 1
Total energy (eV): -56405.7229

=====

Record 2
DFT (wB97M-V/def2-TZVPD) results for the molecule H5NO2P2.

The geometry in XYZ format:
```
10
Properties=species:S:1:pos:R:3:forces:R:3
P -0.5512 0.6547 0.4453 0.041 0.888 -1.944
P 1.1897 -0.5023 -0.3778 1.694 3.281 1.245
O 1.6389 -1.4827 0.8181 0.139 -0.967 -0.693
O 2.3055 1.0677 0.0155 -2.026 -3.118 -0.857
N -1.7854 -0.2706 -0.3807 -0.821 -0.240 0.442
H -0.5991 1.5830 -0.7735 0.717 -0.710 1.697
H -2.6721 0.2479 -0.2360 0.584 -0.964 -0.173
H 1.6085 -1.4970 1.7744 -0.320 0.815 0.192
H -1.8628 -1.2473 -0.0792 -0.302 0.632 0.056
H 3.0835 0.7467 -0.4554 0.296 0.383 0.033
```
Forces are in eV/Å.

Results
Molecular weight (g/mol): 112.993
SMILES: N[PH]#P(O)O
Multiplicity: 1
Total energy (eV): -24243.2835

=====

Record 3
DFT (wB97M-V/def2-TZVPD) results for a structure of composition C3H4O3Rh.

The geometry in XYZ format:
```
11
Properties=species:S:1:pos:R:3:forces:R:3
Rh -0.7823 -1.6507 0.1189 0.283 -0.485 0.842
O 0.2028 -1.8254 1.6042 1.062 -0.561 2.231
O -1.5490 -0.8632 -1.4506 -1.527 3.372 -5.585
O -0.1565 0.8569 -1.6437 -1.753 -0.506 -4.165
C 1.0917 1.1495 0.3674 -0.463 0.034 -0.965
C -0.0687 1.1233 -0.3089 -0.235 -0.272 2.430
C -1.2073 0.0850 -2.1936 2.592 -1.366 5.656
H 0.3565 -2.6674 2.0597 0.137 -0.072 -0.104
H 2.0439 0.9538 -0.1327 -0.309 0.028 0.216
H 1.0930 1.4769 1.4082 -0.076 -0.252 -0.344
H -1.0241 1.3614 0.1710 0.288 0.081 -0.212
```
Forces are in eV/Å.

Results
Molecular weight (g/mol): 190.968
Multiplicity: 5
Total energy (eV): -12312.0869
Charge: +1
<S²>: 6.01

=====

Record 4
DFT (wB97M-V/def2-TZVPD) results for a cluster of 2 separate species, C5H12N2 in total.

The geometry in XYZ format:
```
19
Properties=species:S:1:pos:R:3:forces:R:3
N 2.1861 -1.1836 0.9327 0.103 -0.163 -0.175
N 1.3834 -0.1015 -0.9718 -0.097 -0.120 0.001
C -2.0184 -0.7319 -1.6101 0.485 0.391 -0.031
C 0.7329 0.7218 1.2075 0.020 -0.588 -0.055
C 1.3839 -0.1538 0.4228 0.100 0.485 0.501
C -0.1611 1.7932 0.6916 -1.261 -0.876 -0.929
C -2.1189 -0.7744 -0.2899 -0.246 -1.339 -0.290
H -2.8438 -0.4619 -2.2498 -0.179 0.118 -0.008
H 2.2560 -0.3890 -1.3920 0.009 0.113 0.040
H 1.0537 0.7784 -1.3395 0.027 -0.056 -0.029
H -1.3359 -1.2116 0.3184 0.290 0.535 0.020
H 2.0004 -1.3857 1.9061 0.041 0.009 -0.169
H 0.6986 0.5251 2.2681 0.153 -0.099 0.143
H 2.1566 -2.0214 0.3644 -0.074 0.026 0.163
H -1.0550 -0.8725 -2.0977 -0.201 -0.199 0.097
H -0.5155 2.4266 1.4989 -0.069 0.094 -0.020
H -3.0675 -0.6656 0.2040 -0.298 0.304 0.116
H 0.3350 2.4237 -0.0481 -0.070 0.156 -0.097
H -1.0705 1.2842 0.1844 1.267 1.210 0.723
```
Forces are in eV/Å.

Results
Molecular weight (g/mol): 100.165
SMILES: CC=C(N)N.C=C
Multiplicity: 1
Total energy (eV): -8358.4922